No. 1
Formula: C5H10SSe2
Source: the Open Molecules 2025 dataset
Level of theory: ωB97M-V/def2-TZVPD

Last column: Mulliken spin population.
Positions of all 18 atoms, in Å:
Se1 0.758 0.726 -0.966  -0.01
Se2 0.467 -1.596 1.873  0.22
S1 -2.062 2.518 -1.793  0.25
C1 -0.635 0.333 0.311  0.77
C2 -2.326 0.967 -1.027  0.75
C3 2.009 -1.367 0.773  -0.01
C4 2.122 0.136 0.325  0.04
C5 -0.985 -1.058 0.591  -0.03
H1 2.005 -1.816 -0.160  0.00
H2 3.203 0.344 0.072  0.00
H3 2.179 0.754 1.312  0.00
H4 -0.967 2.244 -2.595  0.01
H5 2.959 -1.452 1.248  0.00
H6 -3.029 1.178 -0.336  -0.03
H7 -0.595 1.036 1.057  -0.01
H8 -0.919 -1.746 -0.198  0.01
H9 -1.752 -1.303 1.237  0.01
H10 -2.433 0.104 -1.724  0.02

multiplicity = 3
HOMO energy (alpha / beta) = -0.2017 / -0.3088 Eh
total energy = -5397.3125 hartree
frontier orbital gap (alpha / beta) = 6.1 / 6.7 eV
strongest force on any atom = 5.59 eV/Å

No. 2
Formula: C23H23N8PtS2
Source: the Open Molecules 2025 dataset
Level of theory: ωB97M-V/def2-TZVPD

Last column: Löwdin charge in e.
Positions of all 57 atoms, in Å:
Pt1 0.657 -0.851 0.100  1.01
S1 2.207 0.255 -1.291  0.67
S2 2.599 -0.600 1.500  0.84
N1 -1.053 -3.729 -0.073  0.15
N2 0.582 2.114 -2.714  -0.07
N3 2.449 1.631 -3.566  0.06
N4 0.018 0.826 1.304  -0.01
N5 1.894 2.523 -4.425  0.18
N6 0.099 -2.185 -1.471  -0.04
N7 -0.291 -2.106 1.484  -0.05
N8 -0.499 2.179 -1.835  0.15
C1 -2.238 0.648 0.324  -0.02
C2 0.882 1.370 2.212  -0.25
C3 2.739 2.427 4.066  -0.01
C4 -0.224 -1.761 2.808  -0.12
C5 0.523 2.443 3.031  -0.13
C6 -0.767 -2.486 3.823  0.00
C7 -0.791 2.950 2.915  0.07
C8 -0.605 -3.317 -1.299  -0.25
C9 2.188 0.788 2.360  -0.58
C10 -0.955 -4.158 -2.369  0.04
C11 0.097 -2.638 -3.850  -0.01
C12 0.418 -1.875 -2.772  -0.14
C13 0.748 2.821 -3.903  -0.28
C14 1.473 2.967 3.950  0.04
C15 3.100 1.342 3.279  -0.03
C16 -1.651 2.363 2.032  0.03
C17 -1.230 1.283 1.225  -0.29
C18 -0.604 -3.831 -3.647  0.02
C19 -1.447 -3.670 3.513  0.02
C20 -0.257 3.755 -4.460  0.03
C21 -0.928 -3.248 1.202  -0.25
C22 1.679 1.361 -2.519  -0.62
C23 -1.520 -4.041 2.202  0.04
H1 -0.656 -2.141 4.840  0.13
H2 -1.897 -4.279 4.285  0.14
H3 -1.508 -5.063 -2.158  0.14
H4 -3.031 0.207 0.932  0.11
H5 -2.712 1.408 -0.298  0.10
H6 -1.179 3.233 -4.723  0.10
H7 0.399 -2.318 -4.836  0.13
H8 -1.555 -4.603 -0.113  0.16
H9 4.086 0.903 3.370  0.13
H10 -0.362 2.988 -1.233  0.13
H11 -1.823 -0.118 -0.326  0.04
H12 3.376 1.270 -3.753  0.18
H13 1.183 3.809 4.568  0.14
H14 -1.337 2.335 -2.388  0.12
H15 3.445 2.838 4.773  0.14
H16 -2.671 2.708 1.936  0.14
H17 0.310 -0.858 3.039  0.08
H18 -0.487 4.551 -3.751  0.10
H19 0.977 -0.972 -2.909  0.03
H20 -0.868 -4.478 -4.473  0.14
H21 -1.110 3.780 3.534  0.15
H22 0.152 4.200 -5.363  0.11
H23 -2.026 -4.951 1.908  0.14

multiplicity = 1
HOMO energy (alpha / beta) = -0.6118 / -0.6118 Eh
total energy = -2243.0588 hartree
frontier orbital gap (alpha / beta) = 4.7 / 4.7 eV
strongest force on any atom = 2.21 eV/Å
net charge = +3

No. 3
Formula: C4H7NO
Source: the Open Molecules 2025 dataset
Level of theory: ωB97M-V/def2-TZVPD

Last column: Löwdin charge in e.
Positions of all 13 atoms, in Å:
O1 -0.179 -1.571 0.106  -0.14
N1 3.063 0.261 -0.171  0.16
C1 1.939 0.719 -0.008  -0.20
C2 -0.234 2.070 -0.094  0.04
C3 0.764 1.230 0.057  -0.11
C4 -1.585 -1.516 0.153  -0.18
H1 -1.937 -2.523 0.370  0.08
H2 0.223 -0.787 -0.307  0.02
H3 -1.263 1.763 0.034  0.05
H4 -2.023 -1.173 -0.791  0.08
H5 3.233 -0.729 -0.033  0.08
H6 -1.931 -0.869 0.966  0.07
H7 -0.071 3.123 -0.283  0.06

multiplicity = 1
HOMO energy = -0.3325 Eh
total energy = -286.4848 hartree
frontier orbital gap = 8.7 eV
structure (SMILES) = C=C=C=N.CO
energy relative to the best compared isomer or geometry (same formula, charge and spin) = 3.9961 eV
strongest force on any atom = 0.80 eV/Å

No. 4
Formula: C4H5Br2NO3
Source: the Open Molecules 2025 dataset
Level of theory: ωB97M-V/def2-TZVPD

Last column: Löwdin charge in e.
Positions of all 15 atoms, in Å:
Br1 1.859 -1.027 -0.821  0.84
Br2 -0.896 1.626 1.650  0.93
O1 -1.638 -0.535 2.945  -0.10
O2 1.070 2.781 -0.538  -0.07
O3 -1.126 -1.025 0.779  -0.12
N1 -1.510 -1.402 2.151  -0.37
C1 -1.581 -2.664 2.398  0.08
C2 -0.334 0.315 0.483  -0.59
C3 0.916 0.390 -0.096  -0.71
C4 1.796 1.606 -0.409  -0.37
H1 1.532 3.344 0.065  0.08
H2 2.450 1.421 -1.276  0.09
H3 -1.289 -3.351 1.566  0.11
H4 2.441 1.672 0.453  0.12
H5 -1.948 -2.968 3.386  0.10

multiplicity = 1
HOMO energy = -0.3283 Eh
total energy = -5583.6784 hartree
frontier orbital gap = 9.2 eV
structure (SMILES) = C=[N+]([O-])O/C(Br)=C(\Br)CO
energy relative to the best compared isomer or geometry (same formula, charge and spin) = 3.0220 eV
strongest force on any atom = 3.40 eV/Å

No. 5
Formula: C42H39BiF5N4O11P2S2SeTe
Source: the Open Molecules 2025 dataset
Level of theory: ωB97M-V/def2-TZVPD

Last column: Löwdin charge in e.
Positions of all 108 atoms, in Å:
Bi1 -1.351 -0.039 0.843  1.88
Te1 1.650 0.714 2.650  1.95
Se1 -3.050 0.564 -1.904  1.07
S1 -0.684 2.737 4.048  0.66
S2 -2.816 3.858 0.283  0.96
P1 -3.720 -2.466 1.283  0.20
P2 -2.783 -1.310 3.783  0.19
F1 0.865 0.395 0.372  -0.64
F2 2.323 -0.393 4.104  -0.51
F3 3.059 -0.224 1.823  -0.44
F4 2.312 2.025 3.892  -0.46
F5 2.385 2.108 1.555  -0.47
O1 -5.112 -2.929 1.273  -0.27
O2 6.345 -8.723 -5.271  -0.09
O3 -0.268 2.695 2.656  -0.43
O4 -4.024 -0.769 4.357  -0.28
O5 -1.888 -2.071 4.885  -0.12
O6 -2.769 -3.484 0.468  -0.13
O7 -0.350 1.645 4.924  -0.32
O8 -2.770 2.540 0.985  -0.62
O9 -1.807 -0.365 3.089  -0.50
O10 -3.366 -1.077 0.761  -0.49
O11 -3.031 -2.538 2.754  -0.27
N1 -0.019 -2.015 1.271  0.00
N2 2.857 -5.039 -1.335  0.18
N3 1.996 -4.306 -3.252  0.17
N4 -1.171 -1.274 -1.032  -0.20
C1 0.428 5.608 6.617  -0.07
C2 -2.606 5.139 2.796  -0.22
C3 -0.211 -2.018 -3.516  -0.04
C4 4.471 -7.172 -5.413  -0.02
C5 1.568 5.092 0.014  -0.07
C6 1.300 6.201 4.449  -0.06
C7 -3.846 1.359 -5.919  -0.09
C8 1.353 -3.605 -2.259  -0.13
C9 -0.137 4.462 6.082  -0.05
C10 0.443 -2.403 2.439  -0.15
C11 5.468 -7.836 -4.713  -0.28
C12 0.737 5.057 3.901  -0.04
C13 6.222 -8.972 -6.654  -0.10
C14 -2.065 -1.164 -2.165  -0.54
C15 -0.157 -2.151 -1.113  -0.21
C16 -1.313 -1.266 -3.461  -0.08
C17 -0.175 3.451 -0.096  -0.10
C18 -3.272 2.608 -6.118  -0.10
C19 1.138 6.478 5.798  -0.08
C20 0.451 -2.579 0.133  -0.14
C21 -1.118 4.436 0.160  -0.38
C22 -2.600 3.229 -5.076  -0.09
C23 -3.759 0.740 -4.682  -0.13
C24 0.011 4.213 4.725  -0.28
C25 1.901 -4.075 -1.083  -0.18
C26 -2.492 2.604 -3.840  -0.11
C27 -2.462 2.879 4.056  -0.21
C28 1.454 -3.556 0.167  -0.07
C29 -3.045 4.290 4.000  -0.19
C30 1.953 -3.948 1.421  0.02
C31 1.441 -3.379 2.557  -0.02
C32 0.619 6.086 0.214  -0.09
C33 3.769 -6.060 -3.377  -0.16
C34 1.171 3.773 -0.146  -0.06
C35 5.616 -7.613 -3.343  0.00
C36 -0.728 5.763 0.298  -0.10
C37 -3.073 1.356 -3.636  -0.54
C38 3.632 -6.292 -4.736  -0.03
C39 -3.429 5.036 1.505  -0.32
C40 4.780 -6.738 -2.688  -0.02
C41 0.319 -2.639 -2.322  -0.09
C42 2.894 -5.147 -2.635  -0.29
H1 1.873 6.869 3.821  0.11
H2 -4.450 4.691 1.684  0.09
H3 -1.451 6.546 0.481  0.10
H4 -4.379 0.872 -6.725  0.10
H5 0.330 5.815 7.674  0.10
H6 -2.732 2.315 3.159  0.08
H7 5.243 -9.398 -6.896  0.09
H8 0.927 7.117 0.333  0.10
H9 -3.349 3.094 -7.082  0.10
H10 -0.667 3.757 6.707  0.12
H11 1.897 2.982 -0.263  0.10
H12 -2.462 -2.389 5.588  0.07
H13 -1.571 4.908 2.549  0.07
H14 0.885 4.792 2.863  0.11
H15 -0.480 2.423 -0.216  0.05
H16 1.862 -4.190 -4.240  0.14
H17 2.620 5.342 0.002  0.11
H18 -1.946 3.082 -3.038  0.09
H19 -2.793 2.320 4.929  0.11
H20 2.853 -5.797 -5.303  0.10
H21 0.019 -1.930 3.318  0.09
H22 -3.158 -4.363 0.510  0.08
H23 -2.145 4.199 -5.224  0.10
H24 4.888 -6.558 -1.628  0.11
H25 -2.870 -1.907 -2.099  0.10
H26 -4.133 4.176 4.011  0.12
H27 -4.231 -0.220 -4.521  0.11
H28 -3.504 5.995 0.990  0.08
H29 6.998 -9.691 -6.904  0.09
H30 1.584 7.368 6.222  0.10
H31 2.740 -4.689 1.462  0.12
H32 4.330 -7.326 -6.472  0.10
H33 0.319 -2.126 -4.456  0.10
H34 -2.614 6.187 3.107  0.12
H35 -2.782 4.835 4.909  0.10
H36 6.401 -8.137 -2.815  0.12
H37 1.800 -3.639 3.542  0.11
H38 -1.691 -0.770 -4.344  0.08
H39 6.373 -8.060 -7.239  0.09

multiplicity = 1
HOMO energy = -0.1642 Eh
total energy = -7533.5183 hartree
frontier orbital gap = 6.3 eV
energy relative to the best compared isomer or geometry (same formula, charge and spin) = 0.0000 eV
strongest force on any atom = 1.72 eV/Å
net charge = -1

No. 6
Formula: C2H4N4O2
Source: the Open Molecules 2025 dataset
Level of theory: ωB97M-V/def2-TZVPD

Last column: Löwdin charge in e.
Positions of all 12 atoms, in Å:
O1 -0.027 1.424 0.014  0.01
O2 -2.464 -1.022 -0.116  0.11
N1 2.572 -0.849 -0.053  -0.04
N2 1.968 0.448 -0.112  0.01
N3 -0.150 -0.713 0.149  0.21
N4 -1.410 1.107 -0.006  0.14
C1 0.727 0.328 0.059  -0.47
C2 -1.412 -0.206 0.088  -0.42
H1 -3.340 -0.557 -0.137  0.15
H2 3.030 -0.925 0.884  0.09
H3 0.155 -1.659 0.049  0.15
H4 3.332 -0.761 -0.708  0.06

multiplicity = 1
HOMO energy = -0.3120 Eh
total energy = -448.0368 hartree
frontier orbital gap = 8.9 eV
structure (SMILES) = N/N=c1\[nH]c(O)no1
energy relative to the best compared isomer or geometry (same formula, charge and spin) = 1.7849 eV
strongest force on any atom = 2.42 eV/Å